C5H10CuO3 | wB97M-V/def2-TZVPD

XYZ file:
```
19
Properties=species:S:1:pos:R:3
O 0.916 -0.160 0.194
Cu 1.364 1.537 -0.996
O 0.220 1.836 0.816
C -0.019 0.591 0.977
O -1.266 0.081 0.876
C 0.949 -1.565 0.394
C 2.173 -2.109 -0.309
H 0.968 -1.767 1.477
H 0.034 -2.032 -0.002
H 3.093 -1.642 0.069
H 2.240 -3.196 -0.161
H 2.113 -1.910 -1.389
C -1.962 0.325 -0.698
C -2.741 1.613 -0.678
H -1.155 -0.117 -1.295
H -2.655 -0.429 -1.111
H -2.091 2.497 -0.613
H -3.458 1.632 0.155
H -3.323 1.721 -1.606
```

Summary:
Electronic energy in eV: -56124.4944
2S+1: 2
⟨S²⟩: 0.76
E_HOMO (spin up / spin down) in Eh: -0.2179 / -0.3438
Gap between HOMO and LUMO (spin up / spin down) in eV: 5.10 / 8.29
Energy relative to the best compared isomer or geometry (same formula, charge and spin) in eV: 1.8996

Atom charges from the natural (NBO) analysis, given in e for atoms 1 to 8: atom 1 (O): -0.66, atom 2 (Cu): 0.67, atom 3 (O): -0.81, atom 4 (C): 0.80, atom 5 (O): -0.61, atom 6 (C): -0.06, atom 7 (C): -0.63, atom 8 (H): 0.19